The following is a quantum chemistry calculation of a cluster of 2 separate species, C2H8NO2 in total, from the OMol25 dataset.

Results
**Charge**: -1
**Relative energy (zero: lowest compared OMol25 entry of this formula, charge and spin)**: 26.43 kcal per mole
**Molecular weight**: 78.09 g/mol

Each line ends with the Mulliken charge.
CARTESIAN COORDINATES (ANGSTROEM)
H -2.33 -0.39 2.37  0.197
N 0.83 0.03 -2.17  -0.717
C -1.88 -0.83 1.42  -0.499
H -2.21 -0.05 0.65  0.204
O 0.57 0.80 0.19  -0.778
H -2.28 -1.89 1.10  0.169
H 1.70 -0.50 -2.30  0.226
C 1.09 1.09 -1.08  -0.192
O -0.45 -0.93 1.65  -0.625
H 0.20 -0.72 -1.76  0.248
H 0.03 -0.37 0.87  0.389
H 2.16 1.06 -1.02  0.223
H 0.75 2.12 -1.48  0.154

***

The following is a quantum chemistry calculation of a structure of composition C20H55N4O6Y, from the OMol25 dataset.

Results
**Charge**: +2
**Relative energy (zero: lowest compared OMol25 entry of this formula, charge and spin)**: 111.83 kcal per mole
**Molecular weight**: 536.59 g/mol

Each line ends with the Mulliken charge.
CARTESIAN COORDINATES (ANGSTROEM)
H -0.36 4.00 4.57  0.308
H -0.95 -5.01 -1.98  0.078
H -4.88 -2.52 -4.88  0.312
H 0.58 5.46 4.23  0.353
H -0.35 -0.95 4.16  0.381
H 1.32 -1.29 4.67  0.288
N 1.46 -3.96 0.95  -0.666
H -1.64 -0.43 1.95  0.149
H 1.88 -0.05 -2.24  0.423
H -1.32 2.15 -0.61  0.501
H 3.91 -2.33 -2.19  0.480
C -0.37 0.53 0.44  0.874
H -0.53 -5.61 0.59  0.433
H -3.14 -3.87 -2.08  0.310
N -0.96 -2.36 -2.32  0.008
H 2.19 1.63 -0.08  -0.235
H -1.05 -2.75 2.93  0.515
C -1.54 6.81 2.96  -1.231
C -3.00 -3.50 -3.10  -0.884
H -0.43 -3.06 0.53  -0.522
H -4.41 -0.92 -4.57  0.263
H 2.32 3.98 -1.98  0.294
O 2.20 4.46 -1.16  -0.497
H 0.38 1.86 -1.04  0.155
H 3.53 0.04 -2.92  0.502
H 0.31 -3.66 3.49  0.526
H 2.92 -3.23 -4.05  0.394
H -1.22 -3.04 -4.28  0.537
H -1.39 -1.47 -2.58  0.213
H 1.16 2.84 3.04  0.128
H -2.36 6.80 5.35  0.289
C -0.77 -4.67 -3.02  -1.215
C 0.69 -0.96 3.84  -0.699
H 2.09 4.30 2.64  0.413
O -3.61 -2.23 -3.22  -0.316
N -1.85 5.92 5.31  -0.660
H -2.48 0.63 0.86  0.516
C -0.57 1.38 -0.78  -1.082
C -0.01 -2.99 2.68  -0.910
H -1.24 -5.49 -3.57  0.471
C -1.55 5.62 3.91  0.488
C -4.01 -1.94 -4.55  -0.722
H -1.80 -4.84 1.41  0.404
H 2.84 -1.58 -4.55  0.413
H 0.28 4.72 -1.95  0.290
H -1.98 -0.94 0.24  0.067
C 0.92 5.07 -1.14  -0.364
H -1.34 -2.54 -1.39  -0.239
N 2.00 -2.53 -1.40  0.133
C -1.68 -0.12 0.90  -1.088
C -1.48 -3.35 -3.27  0.055
C 2.92 -0.40 -2.13  -0.769
H 0.30 -4.59 -3.19  0.232
C 2.46 -2.26 -3.79  -1.285
H -0.95 0.81 -1.63  0.128
H -0.03 1.15 1.28  -0.344
Y 2.34 -1.75 0.77  1.098
H 1.02 0.04 3.55  0.076
H -0.53 -5.45 2.45  0.439
H -3.19 -2.04 -5.26  0.303
H 1.84 -3.48 -1.74  0.303
H 1.24 -4.45 0.08  0.233
O 0.84 -1.84 2.72  -0.154
H 1.40 -2.48 -3.87  0.178
H 1.31 3.35 1.36  -0.273
C 3.15 1.40 -0.55  -0.366
H -0.97 6.17 5.77  0.272
C 2.93 -1.89 -2.40  0.095
O 3.29 -0.02 -0.80  -0.339
C 1.19 3.73 2.38  -0.144
H 1.83 -4.73 1.51  0.327
H 3.16 1.95 -1.48  0.268
H -2.29 4.93 3.49  0.130
H 3.94 1.70 0.14  0.413
H -3.46 -4.20 -3.80  0.483
H 1.11 -2.04 -1.62  -0.212
H -1.76 6.49 1.94  0.280
C 0.02 -3.65 1.33  1.212
O 0.01 4.44 2.53  -0.130
C -0.72 -5.00 1.48  -1.428
O 0.57 -0.51 0.19  0.245
H 1.00 6.15 -1.24  0.276
H -2.32 7.53 3.24  0.405
H 0.43 4.85 -0.19  -0.001
C -0.25 4.83 3.86  -0.849
H -0.56 7.29 2.89  0.262

***

The following is a quantum chemistry calculation of a cluster of 2 separate species, C3H10N2O2 in total, from the OMol25 dataset.

Results
**Charge**: 0
**Relative energy (zero: lowest compared OMol25 entry of this formula, charge and spin)**: 132.63 kcal per mole
**SMILES string**: CON(C)O.C=N
**Molecular weight**: 106.12 g/mol

Each line ends with the Mulliken charge.
CARTESIAN COORDINATES (ANGSTROEM)
C -1.95 1.20 -0.47  -0.223
N -1.24 2.18 -0.11  -0.473
H 2.13 -1.67 -0.11  0.293
H 0.03 -2.52 0.35  0.263
H 3.04 -0.24 -0.63  0.290
H -1.65 0.65 -1.36  0.279
H -1.56 -1.85 0.79  0.276
H -0.89 -1.57 -0.84  0.286
C -0.65 -1.66 0.22  -0.683
N 1.03 0.09 -0.29  -0.036
C 2.27 -0.60 0.05  -0.761
H -1.54 2.66 0.73  0.218
H -2.92 0.93 -0.03  0.277
H 0.23 1.88 -0.12  0.445
O -0.09 -0.47 0.71  -0.277
H 2.56 -0.40 1.08  0.311
O 1.21 1.40 0.01  -0.485

***

The following is a quantum chemistry calculation of a cluster of 2 separate species, C2H3OS2 in total, from the OMol25 dataset.

Results
**Charge**: -1
**Relative energy (zero: lowest compared OMol25 entry of this formula, charge and spin)**: 27.90 kcal per mole
**Molecular weight**: 107.18 g/mol

Each line ends with the Mulliken charge.
CARTESIAN COORDINATES (ANGSTROEM)
C -1.87 -0.07 0.56  -0.880
H -1.73 0.78 1.12  0.239
S 2.34 -2.28 3.15  -0.312
H -2.68 -0.49 1.21  0.178
S -0.52 -1.22 0.63  -0.706
O 0.72 -0.23 3.94  -0.340
C 1.32 -1.13 3.50  0.580
H -2.32 0.25 -0.40  0.242

***

The following is a quantum chemistry calculation of the molecule C3H2O3, from the OMol25 dataset.

Results
**Charge**: 0
**Relative energy (zero: lowest compared OMol25 entry of this formula, charge and spin)**: 84.17 kcal per mole
**SMILES string**: O=CC(=O)C=O
**Molecular weight**: 86.05 g/mol

Each line ends with the Mulliken charge.
CARTESIAN COORDINATES (ANGSTROEM)
H 1.04 -1.07 0.06  0.291
O -2.36 0.16 0.25  -0.386
H -1.30 -1.43 -0.24  0.332
O 2.63 0.14 0.21  -0.419
C -1.28 -0.33 -0.11  -0.022
O -0.13 1.93 -0.01  -0.426
C 1.34 -0.12 -0.09  -0.066
C 0.07 0.71 -0.07  0.697

***

The following is a quantum chemistry calculation of a structure of composition C42H36Br2InN6O6PS6, from the OMol25 dataset.

Results
**Charge**: 0
**Relative energy (zero: lowest compared OMol25 entry of this formula, charge and spin)**: 19.52 kcal per mole
**Molecular weight**: 1218.79 g/mol

Each line ends with the Mulliken charge.
CARTESIAN COORDINATES (ANGSTROEM)
H 1.36 -4.03 -2.41  0.539
N -1.85 -8.00 2.82  -0.575
S -4.32 2.06 -3.58  -0.135
C 2.49 -2.38 -3.21  -0.640
H 3.76 1.44 -3.54  0.519
C 2.69 2.49 2.80  -1.195
C 2.71 -1.02 -3.15  -0.738
H 3.37 3.06 3.42  0.467
C 3.03 1.93 -2.91  -0.806
C -1.45 3.28 2.80  -0.360
O -6.35 0.68 -4.56  -0.608
C -5.40 -0.11 4.60  1.020
H 2.41 -5.58 1.92  0.344
O -3.48 0.55 -0.14  -0.432
C -1.75 -6.16 4.34  -0.093
H -1.02 4.81 4.23  0.418
H 0.46 3.58 -0.66  0.550
C 2.09 3.95 -2.01  -0.883
H -2.51 3.47 2.78  0.616
C 1.31 2.80 2.83  1.176
H 1.41 4.42 4.25  0.455
H -7.12 -0.94 5.60  0.384
C 2.48 -2.74 4.04  -0.523
H -7.18 0.14 3.43  0.377
N -1.39 -1.45 1.02  1.656
H -5.56 -1.42 6.30  0.321
C 3.01 3.31 -2.82  -0.421
H -2.83 -2.12 -0.28  0.168
H 3.41 -0.56 -3.84  0.532
H 2.54 -0.07 0.61  0.535
C -3.35 0.54 3.50  0.304
H 1.40 -5.92 0.50  0.274
H -4.22 -5.74 2.06  0.391
N 1.22 1.82 -1.38  0.498
C 2.00 -0.27 -2.22  0.695
C -1.32 -7.39 3.86  -0.599
P 2.05 -2.89 1.43  1.259
C -0.94 -1.44 2.27  -0.069
C 3.14 1.47 2.02  -1.446
H 0.69 -6.02 2.13  -0.078
N -1.69 1.46 1.17  0.383
In -0.89 0.40 -0.61  1.215
C 0.76 3.82 3.63  -0.932
H 1.46 -3.11 4.21  0.167
C -6.11 -0.61 5.83  -1.560
C 2.21 0.75 1.25  -0.634
S -4.45 -0.87 -3.58  -0.151
C -2.81 -5.54 3.68  0.466
H -3.45 -0.25 5.49  0.402
O 3.14 -3.52 0.39  -0.446
C -5.27 0.64 -4.03  0.588
C -5.44 0.71 2.33  -0.851
C -6.10 0.23 3.45  -1.071
H -5.98 0.96 1.43  0.549
H -6.18 0.20 6.57  0.322
S -1.69 -1.19 -2.48  -0.538
S -3.27 1.52 0.91  1.233
C -3.14 -2.92 1.69  -1.615
O -3.78 2.85 0.69  -0.770
H -2.28 0.69 3.53  0.206
O 2.97 -3.17 2.77  -0.486
C 2.10 1.21 -2.16  0.454
H 4.24 -1.90 -0.32  0.167
H 3.14 -3.16 4.79  0.313
C -2.64 -2.94 2.99  0.088
H 2.04 5.02 -1.95  0.479
H 4.19 1.21 1.98  0.568
C 1.41 -5.49 1.50  -0.590
O 1.00 -4.12 1.43  -0.331
C 1.21 3.14 -1.30  -0.483
C -4.06 0.87 2.37  0.186
H -1.29 -5.69 5.19  0.413
S -1.58 2.14 -2.41  -0.492
H 4.91 -2.71 1.12  0.306
C -3.39 -6.18 2.59  -0.149
Br 4.27 4.31 -3.81  -0.166
H 2.48 -1.65 4.12  0.213
Br 3.42 -3.42 -4.49  -0.158
N 0.93 1.00 1.24  0.964
N 1.16 -0.85 -1.36  1.338
H -4.03 -3.47 1.43  0.669
C 0.97 -2.17 -1.42  -1.190
C 1.59 -2.98 -2.35  -1.050
C -2.90 1.20 -3.01  0.285
H -0.49 -7.91 4.35  0.389
C -2.95 -0.15 -3.03  0.080
C -2.87 -7.40 2.20  -0.520
C 4.38 -2.86 0.18  -0.655
S -3.38 -3.94 4.27  -0.088
C -4.01 0.03 4.61  -0.805
H 4.98 -3.51 -0.46  0.256
C -1.53 -2.17 3.29  -1.241
H -1.13 -2.15 4.29  0.628
H -0.07 -0.82 2.46  0.142
C 0.46 2.01 2.01  -0.210
H -3.28 -7.93 1.35  0.385
C -0.59 4.04 3.61  -0.982
C -0.95 2.28 1.99  -0.178
C -2.48 -2.16 0.74  -0.307
H 0.25 -2.58 -0.72  0.903

***

Number 1: orbital gap 7.83 eV. Number 2: orbital gap 5.56 eV. Number 3: orbital gap 9.07 eV. Number 4: orbital gap 5.18 eV. Number 5: orbital gap 7.77 eV. Number 6: orbital gap 5.73 eV.